# 1
66
Properties=species:S:1:pos:R:3:forces:R:3 method="wB97M-V/def2-TZVPD" relative_energy_ev=4.235 e_lumo_ev=0.0 homo_ev=-8.9 smiles="COC[C@H](C)N.COC[C@H](C)N.NC(N)=O.NC(N)=O.NC(N)=O.NC(N)=O" gap_ha=0.330 total_energy_ha=-1479.02151 multiplicity=1
C 0.678 0.008 -2.719 0.115 0.146 -0.658
O 1.722 0.554 -3.484 2.575 -0.438 -0.504
C 3.015 0.491 -2.858 0.687 1.438 0.154
C 4.305 1.028 -3.665 -0.661 -1.755 -0.892
C 4.482 0.344 -5.056 -1.931 1.411 0.316
N 5.489 0.654 -2.896 0.226 0.521 0.897
H -0.028 -0.200 -3.522 -0.852 0.258 0.741
H 0.410 0.732 -1.949 -0.603 -0.075 -0.100
H 0.876 -0.948 -2.234 0.514 -0.174 0.023
H 2.955 1.094 -1.952 0.122 0.417 0.219
H 3.286 -0.479 -2.440 -0.242 -0.651 -0.552
H 4.308 2.110 -3.802 -0.231 0.008 0.316
H 3.843 0.852 -5.778 -0.292 -0.075 -0.162
H 4.056 -0.653 -4.947 0.816 -0.360 -0.388
H 5.484 0.505 -5.456 0.113 -0.697 0.314
H 5.684 -0.335 -2.966 -0.474 -0.403 0.079
H 6.287 1.036 -3.382 0.172 0.440 0.119
C 2.802 -1.429 3.166 -0.840 -0.696 1.154
O 2.492 -1.958 1.894 0.424 -0.228 -0.375
C 1.109 -2.230 1.605 -0.148 -0.606 0.675
C 0.517 -3.490 2.370 1.133 0.801 0.167
C 1.210 -4.827 2.136 1.222 0.304 0.296
N -0.888 -3.645 2.254 -1.868 0.545 -0.654
H 2.227 -0.537 3.417 -0.129 0.235 -0.238
H 3.845 -1.258 3.436 0.366 0.267 -1.455
H 2.601 -2.136 3.970 -0.714 -0.368 0.051
H 0.555 -1.310 1.791 -0.464 -0.045 0.621
H 0.989 -2.365 0.530 0.570 -0.301 -0.170
H 0.609 -3.238 3.427 0.743 -0.079 0.242
H 0.717 -5.574 2.758 0.013 -0.077 -0.023
H 2.243 -4.755 2.479 0.158 -0.098 0.134
H 1.290 -5.215 1.121 -0.483 0.341 -0.226
H -1.287 -3.464 1.345 0.111 -0.026 -0.221
H -1.154 -4.581 2.525 -0.139 0.058 -0.013
N -1.501 5.673 -0.322 0.663 1.904 -3.462
C -1.656 4.558 0.369 1.456 1.908 -0.589
N -2.043 4.923 1.538 -1.632 -0.660 5.000
O -1.316 3.450 0.072 0.388 -3.000 -1.456
H -1.626 6.523 0.209 0.226 -0.019 -0.978
H -0.910 5.675 -1.141 -0.297 0.141 0.075
H -1.916 5.894 1.784 -0.239 -0.693 0.638
H -1.849 4.184 2.199 -0.553 0.227 0.972
N 0.383 1.439 4.417 0.715 -0.947 2.647
C -0.397 1.863 3.450 0.365 1.121 -0.992
N 0.280 1.821 2.268 -1.260 0.787 -2.210
O -1.515 2.322 3.656 0.012 -0.170 -0.924
H -0.050 1.628 5.310 0.755 -0.243 0.290
H 1.380 1.454 4.256 -0.302 -0.078 0.620
H -0.177 2.357 1.544 0.098 -0.059 -0.215
H 1.250 1.617 2.076 -0.246 -0.120 0.683
N -1.414 0.472 -0.163 3.842 0.296 2.688
C -2.398 0.243 -0.946 -2.195 -2.818 -0.809
N -2.997 1.337 -1.319 -2.076 2.983 -1.613
O -2.754 -0.914 -1.205 -0.397 -0.428 -0.547
H -0.878 -0.337 0.119 -0.007 0.523 0.262
H -1.228 1.423 0.122 0.377 -0.441 0.169
H -3.839 1.370 -1.877 0.310 -0.399 0.174
H -2.602 2.216 -1.016 -0.192 0.016 -0.172
N -5.826 -1.764 0.208 -1.348 0.574 4.114
C -6.370 -2.057 -0.951 -2.528 0.806 0.853
N -5.458 -2.146 -1.824 3.149 -1.070 -4.901
O -7.575 -2.141 -1.132 -0.754 -0.683 0.116
H -6.627 -1.716 0.822 0.850 0.643 1.096
H -4.892 -1.435 0.408 -0.363 -0.160 -0.063
H -4.537 -1.928 -1.469 0.531 -0.464 -1.073
H -5.671 -2.781 -2.580 0.643 0.485 -0.280

---

# 2
9
Properties=species:S:1:pos:R:3:forces:R:3 method="wB97M-V/def2-TZVPD" relative_energy_ev=5.928 e_lumo_ev="-0.9 / -1.8" homo_ev="-8.5 / -8.3" gap_ha="0.277 / 0.238" total_energy_ha=-283.95527 multiplicity=1
O -1.128 1.277 -0.581 -0.089 0.265 -0.208
C -0.400 0.168 -0.216 0.928 0.521 1.653
C 1.026 0.216 -0.182 -0.344 0.097 -0.416
C 2.222 0.321 -0.162 0.358 -0.013 -0.018
C -0.993 -0.735 0.593 0.186 0.528 -0.268
N -1.568 -1.631 1.164 -0.007 -0.819 -3.426
H -0.857 1.993 0.009 -0.112 0.121 -0.225
H -1.587 -2.015 -0.477 -0.748 -0.668 2.904
H 3.285 0.407 -0.148 -0.172 -0.032 0.004

---

# 3
16
Properties=species:S:1:pos:R:3:forces:R:3 method="wB97M-V/def2-TZVPD" relative_energy_ev=1.071 e_lumo_ev=3.2 homo_ev=-3.8 gap_ha=0.260 total_energy_ha=-437.76613 multiplicity=1 charge=-1
C -2.069 1.538 -0.445 -0.559 0.177 0.074
C -1.965 0.126 -0.979 0.684 0.501 0.101
O -2.576 -0.761 -0.423 -0.270 -0.350 0.039
N -1.119 -0.128 -2.008 -0.276 -0.641 -0.091
H -3.041 1.945 -0.751 0.186 0.057 0.037
H -1.278 2.247 -0.666 0.156 -0.162 -0.418
H -0.887 -1.105 -2.106 0.091 0.073 -0.196
H -0.696 0.522 -2.642 0.116 0.297 0.428
H -2.099 1.424 0.634 -0.074 0.011 0.125
C 2.002 -0.326 1.716 0.026 -1.003 0.432
C 2.553 -1.451 0.804 0.137 0.252 0.114
O 2.095 -1.477 -0.359 -0.043 -0.210 -0.308
O 3.415 -2.183 1.341 -0.062 -0.083 -0.176
H 1.607 -0.830 2.608 -0.035 0.183 -0.034
H 1.199 0.207 1.222 0.107 0.453 -0.023
H 2.859 0.253 2.053 -0.185 0.445 -0.106

---

# 4
13
Properties=species:S:1:pos:R:3:forces:R:3 method="wB97M-V/def2-TZVPD" relative_energy_ev=4.197 e_lumo_ev=0.5 homo_ev=-8.0 gap_ha=0.311 total_energy_ha=-249.31899 multiplicity=1
C -2.157 0.577 0.147 -3.333 -2.121 0.296
C -0.379 -0.116 0.141 7.806 -3.492 -2.201
C 1.162 -0.388 -0.082 -7.007 -0.434 0.765
C -1.731 -0.851 -0.045 0.217 -1.172 -2.668
C 2.283 0.600 0.007 -2.142 0.315 -0.116
N -1.024 1.071 0.227 2.858 4.764 1.246
H -3.107 0.970 0.510 0.063 0.431 -0.749
H 1.470 -1.447 -0.361 -0.813 1.336 0.612
H -2.128 -1.489 0.715 0.156 -0.783 0.455
H -1.856 -1.347 -1.128 0.081 1.161 2.427
H 2.410 0.871 -1.033 0.677 0.338 -0.301
H 3.124 0.023 0.360 0.555 0.661 0.411
H 1.933 1.526 0.541 0.881 -1.006 -0.177

---

# 5
99
Properties=species:S:1:pos:R:3:forces:R:3 method="wB97M-V/def2-TZVPD" relative_energy_ev=1.397 e_lumo_ev=-5.3 homo_ev=-11.5 gap_ha=0.227 total_energy_ha=-5789.52817 multiplicity=1 charge=+2
Ga -1.077 -1.378 0.867 0.020 -0.616 0.515
O -1.852 -2.889 1.804 0.355 -1.063 0.845
N -1.215 -3.239 2.965 -0.469 1.077 -0.430
C -1.426 -4.468 3.518 -0.637 -0.401 0.316
C -0.916 -4.808 4.781 -0.121 1.439 -1.741
C -0.210 -3.802 5.424 -0.022 1.720 -0.476
C -0.080 -2.513 4.870 1.657 -0.983 -0.678
C -0.509 -2.228 3.567 -1.125 -1.523 2.097
S -0.519 -0.609 3.062 -0.112 0.517 -1.620
H -2.147 -5.146 3.007 0.910 0.835 0.040
H -1.079 -5.787 5.175 -0.085 -0.300 0.211
H 0.214 -3.902 6.387 0.319 -0.536 0.871
H 0.625 -1.751 5.248 -0.836 -0.573 0.503
C -3.258 -2.083 -3.209 -0.503 -0.462 -0.864
N -1.844 -2.610 -3.204 -0.775 0.353 -0.524
C -0.959 -2.141 -4.272 0.304 0.736 0.268
P -1.231 -3.186 -1.859 0.772 0.245 3.532
O -1.838 -2.559 -0.576 0.750 -0.507 -2.341
O 0.392 -2.785 -1.874 -1.066 0.191 -0.944
P 1.504 -2.453 -0.743 -1.396 0.666 0.175
O 0.731 -2.009 0.520 1.240 -0.528 -1.231
N 2.266 -3.862 -0.569 0.380 -0.990 -0.386
C 2.387 -4.599 0.694 0.803 0.235 0.430
C 3.118 -4.327 -1.733 0.408 1.258 -0.275
N 2.463 -1.237 -1.315 -0.772 -0.878 -0.699
C 2.988 -0.984 -2.688 -0.164 1.704 0.231
C 2.661 -0.087 -0.441 0.860 -0.868 2.218
N -1.332 -4.806 -1.799 -0.261 -0.062 1.327
C -2.104 -5.482 -0.759 -2.558 0.426 -0.536
C -0.682 -5.698 -2.731 1.198 2.357 -0.761
H -3.543 -2.048 -4.288 0.282 0.358 0.847
H -3.287 -1.097 -2.736 -0.080 -0.095 -0.242
H -4.099 -2.705 -2.780 1.565 0.157 0.045
H -0.310 -2.944 -4.663 -0.477 0.315 0.030
H -0.291 -1.330 -3.867 -0.680 -0.495 -0.782
H -1.672 -1.780 -5.019 0.826 0.090 -0.259
H 1.786 -4.212 1.511 -0.446 0.320 -0.329
H 3.406 -4.479 1.046 0.329 -0.185 0.097
H 2.193 -5.666 0.621 -0.208 -0.023 -0.472
H 3.570 -5.321 -1.537 -0.482 0.701 0.071
H 3.954 -3.566 -1.899 -0.924 -1.147 0.255
H 2.528 -4.362 -2.692 0.402 -0.108 1.065
H 2.530 -0.001 -3.062 0.688 -1.228 0.555
H 2.753 -1.699 -3.463 -0.070 -0.634 0.285
H 4.086 -0.840 -2.590 -0.696 -0.179 -0.337
H 3.019 0.729 -1.044 -0.286 0.531 0.012
H 3.440 -0.285 0.371 -0.654 0.166 -1.174
H 1.747 0.064 0.143 0.119 0.719 -0.409
H -2.266 -4.823 0.091 0.605 -0.293 0.345
H -1.690 -6.458 -0.572 0.419 -0.135 0.514
H -3.190 -5.675 -1.089 1.461 0.119 0.000
H -1.382 -6.306 -3.222 -0.839 -1.116 -0.507
H 0.164 -6.220 -2.307 -0.053 -0.459 0.416
H -0.240 -5.036 -3.488 0.006 -0.398 -0.248
C -5.932 1.704 2.963 0.866 -1.361 -1.635
C -5.462 1.537 1.458 -0.931 0.086 -1.074
C -4.049 0.919 1.332 -2.411 -0.286 0.487
N -3.065 1.917 1.456 3.049 -0.746 -1.632
C -1.917 1.820 0.774 -0.478 0.324 0.896
S -1.560 0.529 -0.405 -0.133 0.282 0.598
N -0.960 2.753 0.896 0.162 1.438 1.024
C -0.903 4.068 1.582 -0.133 1.849 0.647
O 0.130 4.486 2.057 -0.747 -1.682 -0.767
C -2.111 4.959 1.537 -0.673 -0.377 -1.044
C -3.039 4.767 0.481 1.596 -0.090 -0.383
C -4.145 5.547 0.296 0.762 0.310 1.236
C -4.372 6.558 1.234 -0.601 1.845 -0.790
C -3.393 6.910 2.165 -0.061 -0.608 0.596
C -2.260 6.100 2.330 -0.017 -0.532 1.051
H -6.086 0.680 3.390 0.106 0.944 -0.202
H -6.841 2.272 3.027 -0.346 0.230 0.101
H -5.130 2.205 3.500 -0.103 0.109 0.338
H -5.481 2.519 0.858 0.036 -1.239 1.072
H -6.126 0.839 0.838 0.538 0.949 1.209
H -3.923 0.507 0.346 -0.143 -0.556 -0.091
H -3.942 0.175 2.136 0.188 -0.143 -0.385
H -3.177 2.588 2.173 0.091 1.046 0.634
H -0.017 2.487 0.707 0.504 -0.490 -0.531
H -2.682 4.195 -0.375 -0.406 -0.533 0.301
H -4.674 5.409 -0.609 -0.924 0.114 -0.478
H -5.228 7.262 1.058 0.765 -0.886 0.446
H -3.513 7.750 2.866 -0.104 -0.377 -0.635
H -1.575 6.287 3.181 -0.296 -0.033 -0.849
C 3.809 5.856 -0.691 -0.560 -0.653 1.339
O 4.963 5.793 -1.513 1.148 -1.504 0.892
P 6.343 4.897 -1.106 0.059 0.684 0.189
O 6.524 3.906 -2.400 0.182 1.131 -0.359
C 7.194 4.600 -3.535 -1.562 -1.291 -1.025
O 5.774 3.826 0.017 -0.256 -0.288 -0.372
C 6.368 2.537 0.273 0.485 -0.091 -0.438
H 3.818 5.257 0.279 0.523 0.208 -1.375
H 2.978 5.437 -1.298 0.139 0.897 0.537
H 3.719 6.878 -0.280 -0.497 -0.231 -0.874
H 8.145 4.098 -3.706 0.177 0.473 0.288
H 7.232 5.709 -3.490 0.128 -0.822 0.440
H 6.554 4.321 -4.423 0.626 0.524 0.878
H 7.362 2.591 0.716 0.027 0.636 0.475
H 6.642 2.053 -0.698 -1.104 -0.168 0.733
H 5.730 1.984 1.022 0.443 0.453 -1.320